1.
Molecular formula: C3H10S3
Method: DFT, the ωB97M-V functional and the def2-TZVPD basis

2S+1: 2
HOMO-LUMO gap (alpha / beta) in eV: 2.1 / 7.5
Total charge: -1
Expectation value of S²: 0.751

The geometry in XYZ format:
```
16
C3H10S3 (the ωB97M-V functional and the def2-TZVPD basis)
C -0.494 -0.880 -1.830
S -0.790 -1.983 -0.456
S 0.733 -2.905 0.339
H -1.445 -0.351 -2.093
H 0.091 -0.121 -1.321
H 0.011 -1.265 -2.822
H 1.182 -3.810 -0.592
C 1.475 1.144 0.673
S -0.036 2.058 0.283
C -1.310 1.374 1.258
H 2.040 1.662 1.423
H 1.286 0.194 1.036
H 2.034 1.023 -0.262
H -1.102 1.739 2.375
H -1.423 0.304 1.059
H -2.252 1.817 0.931
```

2.
Molecular formula: C4H8N4O
Method: DFT, the ωB97M-V functional and the def2-TZVPD basis

HOMO-LUMO gap in eV: 9.6

The geometry in XYZ format:
```
17
C4H8N4O (the ωB97M-V functional and the def2-TZVPD basis)
C -0.046 1.569 0.704
C 0.685 0.177 0.681
C -0.064 -0.589 1.881
C 0.017 -0.437 -0.525
H -0.306 2.119 -0.544
H 0.658 2.033 1.416
H -1.200 1.165 1.562
H 2.069 -0.821 1.330
H 0.365 -0.826 2.953
H 1.282 -0.075 -2.093
H -1.670 -0.211 -2.872
H -1.290 -1.572 -2.043
N -0.919 -1.397 1.325
N -0.991 -1.012 -0.083
N 0.027 0.339 -1.763
N -0.690 -0.669 -2.721
O 2.072 0.207 0.792
```

3.
Molecular formula: C20H21BrN2O2S
Method: DFT, the ωB97M-V functional and the def2-TZVPD basis

SMILES: CN1CCC(COc2c(-c3cccs3)c(=O)[nH]c3ccc(Br)cc23)CC1
HOMO-LUMO gap in eV: 7.6

The geometry in XYZ format:
```
47
C20H21BrN2O2S (the ωB97M-V functional and the def2-TZVPD basis)
C 3.550 -2.413 0.368
N 3.855 -1.421 -0.683
C 3.309 -1.774 -2.031
C 1.735 -1.686 -2.075
C 1.364 -0.235 -1.698
C -0.180 0.036 -1.760
O -1.017 -0.524 -0.730
C -1.695 0.412 0.200
C -1.622 0.318 1.606
C -0.717 -0.619 2.306
C 0.150 -0.270 3.284
C 0.966 -1.353 3.627
C 0.804 -2.512 2.907
S -0.500 -2.313 1.793
C -2.074 1.517 2.274
O -1.941 1.641 3.499
N -2.911 2.419 1.719
C -3.202 2.415 0.348
C -4.137 3.375 -0.109
C -4.597 3.198 -1.381
C -4.343 2.034 -2.065
Br -5.311 1.808 -3.768
C -3.369 1.143 -1.648
C -2.736 1.321 -0.384
C 1.955 0.087 -0.331
C 3.506 -0.045 -0.387
H 3.823 -3.339 -0.002
H 2.472 -2.456 0.659
H 4.130 -2.209 1.298
H 3.514 -2.835 -2.129
H 3.763 -1.336 -2.937
H 1.460 -1.914 -3.065
H 1.180 -2.484 -1.509
H 1.865 0.438 -2.476
H -0.561 -0.139 -2.742
H -0.289 1.151 -1.754
H 0.290 0.755 3.599
H 1.625 -1.367 4.394
H 1.258 -3.506 3.118
H -3.559 2.787 2.351
H -4.491 4.220 0.527
H -5.317 3.919 -1.729
H -3.123 0.241 -2.168
H 1.780 1.160 -0.113
H 1.491 -0.558 0.456
H 3.816 0.739 -1.154
H 4.036 0.174 0.496
```

4.
Molecular formula: C3H8OS
Method: DFT, the ωB97M-V functional and the def2-TZVPD basis

SMILES: C=O.CSC
HOMO-LUMO gap in eV: 9.3

The geometry in XYZ format:
```
13
C3H8OS (the ωB97M-V functional and the def2-TZVPD basis)
C 0.394 -2.267 -0.825
O -0.137 -2.188 -1.860
H 0.280 -1.406 -0.125
H 0.959 -3.195 -0.687
C -0.887 1.049 -0.751
S -0.964 0.234 0.978
C 0.626 0.944 1.573
H -0.182 1.838 -0.700
H -0.699 0.404 -1.530
H -1.910 1.456 -0.790
H 0.685 0.469 2.531
H 1.388 0.730 0.736
H 0.447 1.934 1.450
```

Total energy, record by record: -35776.9649 -12275.2387 -109031.4097 -16121.3425 eV
Energy above the lowest of the compared OMol25 structures with the same formula, charge and spin, record by record: 42.2 258.2 45.2 43.7 kcal/mol